# 1
72
Properties=species:S:1:pos:R:3 method="wB97M-V/def2-TZVPD" spin_multiplicity=5 homo_ev="-10.29 / -11.21" relative_energy_kcal_mol=16.1 charge=+1
Pd -0.41 -0.03 -0.07
C 1.91 -3.80 -0.74
C 2.58 -2.47 -0.72
C 3.95 -2.41 -1.02
C 4.60 -1.19 -1.00
C 3.88 -0.05 -0.72
C 2.48 -0.16 -0.50
N 1.88 -1.38 -0.46
N 1.67 0.87 -0.33
Si 1.97 2.58 -0.45
C 3.18 3.22 0.88
C 0.22 3.34 -0.33
C 2.70 2.98 -2.18
H 2.58 -4.57 -0.36
H 1.65 -4.06 -1.77
H 0.99 -3.79 -0.15
H 4.48 -3.32 -1.25
H 5.66 -1.12 -1.21
H 4.33 0.92 -0.68
H 3.01 2.77 1.86
H 3.06 4.29 0.99
H 4.21 3.03 0.60
H 0.04 3.83 0.62
H -0.56 2.58 -0.47
H 0.07 4.10 -1.10
H 3.55 2.36 -2.41
H 3.02 4.02 -2.20
H 1.96 2.85 -2.96
F 1.20 3.00 4.11
C 0.14 2.59 3.40
C 0.30 1.53 2.51
C -0.79 1.12 1.77
C -2.06 1.71 1.92
C -2.15 2.77 2.83
F -3.32 3.40 3.04
C -1.07 3.23 3.56
C -3.20 1.10 1.22
C -4.51 1.58 1.26
C -5.52 0.82 0.70
C -5.21 -0.40 0.12
C -3.88 -0.78 0.07
N -2.90 -0.05 0.59
H 1.26 1.05 2.45
H -1.20 4.04 4.27
H -4.75 2.52 1.72
H -6.54 1.18 0.74
H -5.97 -1.05 -0.28
H -3.60 -1.71 -0.39
C -1.91 -5.06 1.04
C -1.29 -3.91 1.50
C -1.02 -2.87 0.62
C -1.35 -2.97 -0.73
C -1.97 -4.13 -1.18
C -2.26 -5.16 -0.30
Si -0.93 -1.51 -1.95
C -2.49 -0.97 -2.94
C -3.06 -1.86 -3.85
C -4.23 -1.54 -4.51
C -4.84 -0.32 -4.29
C -4.27 0.59 -3.42
C -3.11 0.26 -2.74
H -2.11 -5.87 1.72
H -1.00 -3.83 2.54
H -0.52 -1.97 1.01
H -2.24 -4.22 -2.22
H -2.76 -6.04 -0.67
H 0.02 -2.10 -2.95
H -2.57 -2.80 -4.06
H -4.66 -2.25 -5.20
H -5.76 -0.07 -4.81
H -4.73 1.55 -3.27
H -2.66 0.98 -2.06

***

# 2
68
Properties=species:S:1:pos:R:3 method="wB97M-V/def2-TZVPD" smiles="CCOC(=O)OC.CCOC(=O)OC.CCOC(C)=O.CCOC(C)=O.ClCCl.ClCCl" homo_ev=-10.14 relative_energy_kcal_mol=0.0
C 0.50 0.25 -1.18
Cl 1.83 -0.39 -2.16
Cl -0.19 -0.98 -0.13
H 0.90 1.07 -0.58
H -0.26 0.63 -1.86
C -2.06 -2.44 -2.71
Cl -2.43 -3.33 -4.20
Cl -3.05 -2.95 -1.36
H -1.01 -2.55 -2.49
H -2.27 -1.39 -2.92
C -1.90 -2.98 4.85
C -1.12 -1.85 5.50
O -1.51 -0.58 4.95
C -0.70 -0.02 4.06
O 0.33 -0.48 3.65
O -1.20 1.17 3.75
C -0.53 1.90 2.73
H -2.93 -2.95 5.19
H -1.46 -3.94 5.12
H -1.94 -2.92 3.76
H -0.05 -1.99 5.42
H -1.43 -1.77 6.54
H 0.32 2.38 3.21
H -1.21 2.65 2.33
H -0.14 1.29 1.91
C 1.17 -2.29 -5.71
C 1.33 -0.78 -5.63
O 1.64 -0.19 -6.89
C 2.94 0.02 -7.14
O 3.84 -0.73 -6.87
O 3.08 1.19 -7.77
C 4.40 1.58 -8.06
H 0.19 -2.57 -6.10
H 1.20 -2.69 -4.69
H 1.97 -2.74 -6.27
H 2.09 -0.59 -4.87
H 0.43 -0.33 -5.23
H 5.02 0.74 -8.37
H 4.89 2.04 -7.20
H 4.35 2.30 -8.87
O -4.86 0.85 2.72
C -4.30 -0.20 2.62
O -4.38 -1.18 3.54
C -5.02 -0.87 4.77
C -6.51 -0.70 4.69
C -3.51 -0.67 1.43
H -4.56 0.01 5.23
H -4.81 -1.71 5.44
H -6.83 0.21 4.19
H -6.91 -0.67 5.71
H -6.98 -1.54 4.17
H -2.56 -1.14 1.67
H -3.28 0.19 0.80
H -4.18 -1.27 0.82
O 1.73 2.68 0.56
C 2.75 3.31 0.39
O 3.97 2.78 0.50
C 4.02 1.42 0.97
C 5.45 0.95 0.97
C 2.80 4.77 0.00
H 3.38 0.78 0.38
H 3.65 1.41 2.00
H 5.89 1.01 -0.03
H 5.51 -0.07 1.35
H 6.07 1.58 1.61
H 3.01 5.35 0.89
H 1.81 5.04 -0.36
H 3.58 4.88 -0.74

***

Please write out number 2 again, unchanged.
68
Properties=species:S:1:pos:R:3 method="wB97M-V/def2-TZVPD" smiles="CCOC(=O)OC.CCOC(=O)OC.CCOC(C)=O.CCOC(C)=O.ClCCl.ClCCl" homo_ev=-10.14 relative_energy_kcal_mol=0.0
C 0.50 0.25 -1.18
Cl 1.83 -0.39 -2.16
Cl -0.19 -0.98 -0.13
H 0.90 1.07 -0.58
H -0.26 0.63 -1.86
C -2.06 -2.44 -2.71
Cl -2.43 -3.33 -4.20
Cl -3.05 -2.95 -1.36
H -1.01 -2.55 -2.49
H -2.27 -1.39 -2.92
C -1.90 -2.98 4.85
C -1.12 -1.85 5.50
O -1.51 -0.58 4.95
C -0.70 -0.02 4.06
O 0.33 -0.48 3.65
O -1.20 1.17 3.75
C -0.53 1.90 2.73
H -2.93 -2.95 5.19
H -1.46 -3.94 5.12
H -1.94 -2.92 3.76
H -0.05 -1.99 5.42
H -1.43 -1.77 6.54
H 0.32 2.38 3.21
H -1.21 2.65 2.33
H -0.14 1.29 1.91
C 1.17 -2.29 -5.71
C 1.33 -0.78 -5.63
O 1.64 -0.19 -6.89
C 2.94 0.02 -7.14
O 3.84 -0.73 -6.87
O 3.08 1.19 -7.77
C 4.40 1.58 -8.06
H 0.19 -2.57 -6.10
H 1.20 -2.69 -4.69
H 1.97 -2.74 -6.27
H 2.09 -0.59 -4.87
H 0.43 -0.33 -5.23
H 5.02 0.74 -8.37
H 4.89 2.04 -7.20
H 4.35 2.30 -8.87
O -4.86 0.85 2.72
C -4.30 -0.20 2.62
O -4.38 -1.18 3.54
C -5.02 -0.87 4.77
C -6.51 -0.70 4.69
C -3.51 -0.67 1.43
H -4.56 0.01 5.23
H -4.81 -1.71 5.44
H -6.83 0.21 4.19
H -6.91 -0.67 5.71
H -6.98 -1.54 4.17
H -2.56 -1.14 1.67
H -3.28 0.19 0.80
H -4.18 -1.27 0.82
O 1.73 2.68 0.56
C 2.75 3.31 0.39
O 3.97 2.78 0.50
C 4.02 1.42 0.97
C 5.45 0.95 0.97
C 2.80 4.77 0.00
H 3.38 0.78 0.38
H 3.65 1.41 2.00
H 5.89 1.01 -0.03
H 5.51 -0.07 1.35
H 6.07 1.58 1.61
H 3.01 5.35 0.89
H 1.81 5.04 -0.36
H 3.58 4.88 -0.74